No. 1
Density functional theory data (wB97M-V/def2-TZVPD) for a molecular structure, C18H32AlF9O10P in a non-equilibrium geometry.

Geometry as XYZ:
```
71
Properties=species:S:1:pos:R:3
C -0.98 -3.88 -4.75
C -1.21 -3.30 -3.36
O -2.09 -2.19 -3.35
C -1.45 -0.94 -3.22
C -1.16 -0.56 -1.75
O -1.20 -1.63 -0.85
Al 0.40 -2.17 -0.20
C 0.23 -4.09 0.45
C 0.56 -5.16 -0.61
P 2.14 -1.85 -1.77
O 2.97 -3.31 -1.95
O 3.24 -0.81 -1.01
H -1.62 -4.72 -4.96
H 0.03 -4.25 -4.80
H -1.11 -3.12 -5.52
H -0.25 -2.97 -2.98
H -1.62 -4.04 -2.69
H -2.12 -0.20 -3.64
H -0.53 -0.94 -3.80
H -0.17 -0.08 -1.72
H -1.86 0.22 -1.43
H 0.75 -1.22 1.07
H -0.81 -4.21 0.75
H 0.82 -4.25 1.36
H 1.62 -5.38 -0.61
H -0.02 -6.07 -0.45
H 0.34 -4.80 -1.60
H 3.62 -3.14 -2.66
H 3.00 -0.75 -0.07
C 4.32 3.52 -0.05
C 5.18 2.77 0.93
O 4.98 3.24 2.29
C 3.89 2.77 2.89
O 3.09 2.02 2.42
C 3.82 3.30 4.32
F 4.07 4.63 4.37
F 4.74 2.69 5.09
F 2.62 3.09 4.86
H 4.49 4.59 0.03
H 4.55 3.20 -1.07
H 3.26 3.33 0.13
H 6.24 2.95 0.73
H 5.01 1.70 0.88
C -5.92 -4.18 -2.57
C -4.68 -4.92 -3.03
O -5.02 -6.23 -3.54
C -5.49 -6.28 -4.77
O -5.66 -5.36 -5.52
C -5.75 -7.74 -5.16
F -6.41 -8.39 -4.19
F -4.59 -8.38 -5.37
F -6.48 -7.81 -6.28
H -6.46 -4.77 -1.83
H -5.63 -3.23 -2.12
H -6.59 -3.97 -3.40
H -4.01 -5.09 -2.19
H -4.13 -4.35 -3.78
C 2.53 6.86 5.71
C 1.91 7.69 6.81
O 1.29 8.89 6.28
C 0.09 8.74 5.75
O -0.54 7.73 5.66
C -0.43 10.11 5.27
F 0.51 10.77 4.58
F -0.78 10.86 6.33
F -1.50 9.96 4.49
H 3.24 7.46 5.13
H 3.06 6.01 6.14
H 1.78 6.49 5.02
H 2.67 8.04 7.50
H 1.18 7.12 7.38
```

As for the total charge: -1. The calculation puts the molecular weight at 637.4 g mol⁻¹. Its total energy is -2940.2055 a.u.

=====

No. 2
Density functional theory data (wB97M-V/def2-TZVPD) for a molecular structure, C18H32BrCl3MgN4O5Si.

Geometry as XYZ:
```
65
Properties=species:S:1:pos:R:3
Mg -0.89 0.79 1.03
C 0.70 3.38 -0.09
O 0.43 2.56 1.03
C 0.42 3.28 2.26
C 0.10 2.31 3.37
O -1.12 1.69 2.99
C -1.65 0.76 3.93
C -2.86 0.13 3.29
O -2.43 -0.48 2.07
C -3.48 -1.22 1.44
H 0.01 4.23 -0.12
H 0.53 2.77 -0.98
H 1.73 3.74 -0.06
H -0.35 4.06 2.21
H 1.40 3.75 2.43
H -0.01 2.84 4.32
H 0.88 1.55 3.45
H -1.93 1.28 4.85
H -0.89 0.00 4.16
H -3.62 0.89 3.08
H -3.28 -0.63 3.95
H -3.81 -2.02 2.11
H -3.05 -1.66 0.54
H -4.32 -0.57 1.20
N -1.21 -2.22 -0.68
C -1.13 -1.65 -2.01
C -0.05 -2.29 -2.90
C 1.39 -2.27 -2.35
C 2.13 -0.92 -2.27
N 1.71 0.08 -3.25
C 1.78 -0.07 -4.56
N 2.69 -0.88 -5.11
N 0.92 0.60 -5.33
C -0.91 -0.14 -1.97
O -1.03 0.46 -3.06
O -0.53 0.38 -0.89
H -0.59 -1.75 -0.02
H -1.02 -3.21 -0.66
H -2.08 -1.78 -2.52
H -0.11 -1.85 -3.90
H -0.31 -3.35 -3.02
H 1.98 -2.97 -2.96
H 1.39 -2.68 -1.34
H 3.21 -1.07 -2.32
H 1.94 -0.46 -1.30
H 0.86 0.59 -2.97
H 3.41 -1.28 -4.54
H 2.79 -0.93 -6.11
H 0.07 0.95 -4.87
H 0.92 0.50 -6.32
Br 4.34 -3.33 3.05
C 2.89 -2.21 2.52
C 3.15 -1.02 1.86
C 2.08 -0.22 1.48
C 0.73 -0.52 1.74
C 0.55 -1.75 2.41
C 1.59 -2.58 2.81
H 4.18 -0.73 1.64
H 2.33 0.71 0.96
H -0.46 -2.08 2.63
H 1.40 -3.51 3.33
Cl -4.94 1.92 0.18
Si -2.87 2.47 0.25
Cl -3.02 4.20 1.53
Cl -2.66 3.44 -1.63
```

As for the total charge: 0. The calculation puts the molecular weight at 623.1 g mol⁻¹. The energy above the lowest of the compared OMol25 structures with the same formula, charge and spin comes out at 22.6 kJ/mol.

=====

No. 3
Density functional theory data (wB97M-V/def2-TZVPD) for 2 unconnected molecules or ions with the total composition C18H32BrFN2O5PS2 in a non-equilibrium geometry.

Geometry as XYZ:
```
62
Properties=species:S:1:pos:R:3
C -2.48 0.15 5.83
C -1.23 -0.07 4.95
C -1.51 -0.94 3.69
P -1.94 0.17 2.16
Br 0.36 0.89 2.01
C -1.67 -1.30 0.99
C -1.50 -1.10 -0.52
C -0.11 -0.67 -1.02
S 1.21 -1.78 -0.42
C 2.66 -1.45 -1.36
S 3.60 -2.74 -1.79
N 3.10 -0.17 -1.74
C 4.42 0.22 -1.90
C 4.45 1.51 -2.26
N 3.12 1.97 -2.37
C 2.39 0.97 -2.07
C -2.55 1.38 0.79
O -1.53 2.06 0.04
C -2.05 2.83 -1.01
C -2.73 4.14 -0.56
O -1.95 4.88 0.35
C -2.34 4.73 1.71
C -2.31 6.06 2.50
H -2.97 1.08 5.52
H -3.16 -0.71 5.88
H -2.13 0.33 6.86
H -0.47 -0.62 5.53
H -0.79 0.90 4.69
H -2.41 -1.56 3.86
H -0.60 -1.54 3.53
H -2.11 1.27 3.10
H -3.35 -0.18 2.35
H -0.80 -1.87 1.35
H -2.52 -1.99 1.14
H -2.25 -0.51 -1.06
H -1.62 -2.11 -0.97
H -0.13 -0.75 -2.12
H 0.15 0.37 -0.78
H 5.26 -0.44 -1.75
H 5.30 2.15 -2.46
H 1.31 1.07 -2.09
H -3.32 0.93 0.12
H -3.10 2.17 1.34
H -1.18 3.14 -1.62
H -2.69 2.23 -1.70
H -2.83 4.76 -1.47
H -3.76 3.92 -0.22
H -3.33 4.27 1.85
H -1.62 4.03 2.17
H -1.51 5.99 3.25
H -3.24 6.14 3.07
H -2.14 6.94 1.87
C 4.05 -5.19 -4.65
C 4.23 -6.58 -4.09
O 4.16 -7.39 -5.25
C 4.61 -6.63 -6.29
O 4.93 -7.05 -7.34
O 4.64 -5.31 -5.95
F 3.22 -6.92 -3.25
H 3.00 -4.92 -4.75
H 4.55 -4.43 -4.05
H 5.19 -6.74 -3.59
```

As for the total charge: -1. The calculation puts the molecular weight at 550.5 g mol⁻¹. The energy above the lowest of the compared OMol25 structures with the same formula, charge and spin comes out at 85.4 kJ/mol.

=====

No. 4
Density functional theory data (wB97M-V/def2-TZVPD) for 3 unconnected molecules or ions with the total composition C18H32F2N3O9Si in a non-equilibrium geometry.

Geometry as XYZ:
```
65
Properties=species:S:1:pos:R:3
C 0.31 5.30 -0.92
C -0.87 4.74 -0.02
O -0.76 3.35 0.27
C 0.31 3.07 1.17
C 0.75 1.59 0.84
O 1.29 0.93 1.97
C 1.99 -0.26 1.60
C 1.30 -1.59 2.08
O -0.14 -1.60 1.96
C -0.58 -2.73 1.20
C -0.43 -2.34 -0.31
N 0.29 -2.86 -1.30
N 0.08 -2.13 -2.43
C -0.75 -1.17 -2.11
Si -1.48 0.28 -3.15
C -2.42 1.42 -1.94
C -2.61 -0.28 -4.57
C 0.02 1.29 -3.77
N -1.12 -1.25 -0.73
H 0.85 4.45 -1.39
H 0.95 5.99 -0.34
H -0.12 5.91 -1.76
H -1.06 5.37 0.89
H -1.80 4.85 -0.65
H -0.09 3.12 2.22
H 1.18 3.76 1.09
H -0.20 1.08 0.51
H 1.44 1.65 -0.04
H 2.18 -0.31 0.50
H 2.97 -0.22 2.13
H 1.67 -1.82 3.10
H 1.69 -2.41 1.41
H -0.03 -3.66 1.46
H -1.66 -2.89 1.38
H 0.90 -3.66 -1.18
H -1.84 1.38 -0.97
H -3.44 1.03 -1.68
H -2.52 2.45 -2.33
H -2.08 -0.94 -5.30
H -2.94 0.65 -5.10
H -3.54 -0.79 -4.22
H 0.65 0.57 -4.36
H -0.28 2.18 -4.37
H 0.62 1.55 -2.86
H -1.72 -0.66 -0.16
C -4.85 -3.99 3.47
C -6.15 -3.32 3.13
O -5.73 -2.14 2.46
C -4.54 -2.44 1.88
O -4.03 -1.78 1.03
O -4.01 -3.58 2.38
F -6.83 -2.97 4.24
H -4.43 -3.63 4.41
H -4.94 -5.07 3.52
H -6.80 -3.90 2.47
C 6.67 0.76 -0.01
C 7.40 -0.38 0.63
O 6.35 -1.21 1.10
C 5.30 -0.99 0.26
O 4.34 -1.70 0.18
O 5.48 0.13 -0.49
F 8.13 0.03 1.69
H 6.40 1.54 0.71
H 7.23 1.21 -0.82
H 8.03 -0.95 -0.06
```

As for the total charge: +1. The calculation puts the molecular weight at 500.5 g mol⁻¹. Its total energy is -2035.4877 a.u.

=====

No. 5
Density functional theory data (wB97M-V/def2-TZVPD) for a molecular structure, C18H32F6NiO10S2 in a non-equilibrium geometry.

Geometry as XYZ:
```
69
Properties=species:S:1:pos:R:3
Ni 0.63 0.57 -0.86
C 1.90 1.84 1.31
O 1.34 0.53 1.70
O 1.27 2.16 0.22
C 1.64 2.83 2.46
F 2.72 3.03 3.25
F 1.30 4.06 2.00
F 0.62 2.49 3.28
C 2.06 -0.22 2.61
C 1.21 -1.39 3.09
H 1.74 -2.30 3.34
H 0.46 -1.18 3.86
H 0.54 -1.55 2.23
H 2.32 0.37 3.50
H 3.04 -0.57 2.25
H 2.98 1.64 1.19
C 3.29 -0.79 -1.77
O 4.09 -0.46 -0.60
O 2.30 0.02 -1.91
C 4.16 -0.85 -3.04
F 5.25 -1.68 -2.94
F 3.39 -1.35 -4.03
F 4.67 0.31 -3.49
C 4.81 -1.51 -0.02
C 5.62 -0.99 1.16
H 6.31 -1.77 1.47
H 6.12 -0.06 0.91
H 4.98 -0.84 2.03
H 5.57 -1.88 -0.73
H 4.16 -2.36 0.21
H 2.94 -1.86 -1.69
O -0.55 1.51 -2.18
C -1.81 1.26 -2.58
C -2.56 2.35 -3.39
O -1.91 2.96 -4.37
H -2.46 1.00 -1.68
H -1.87 0.31 -3.18
H -2.86 3.13 -2.60
H -3.56 1.94 -3.72
C -3.27 -2.71 -0.71
C -2.19 -3.16 0.25
C -0.97 -3.58 -0.55
S -0.90 -2.38 -1.90
O -0.60 -2.99 -3.17
O -0.17 -1.23 -1.48
C -2.65 -1.91 -1.85
H -4.04 -2.15 -0.17
H -3.83 -3.56 -1.10
H -2.48 -3.97 0.94
H -1.92 -2.40 1.00
H -1.15 -4.55 -1.03
H -0.03 -3.73 -0.02
H -3.04 -2.19 -2.83
H -2.74 -0.82 -1.84
C -3.44 3.32 0.98
C -4.33 2.15 1.47
C -3.74 0.83 1.05
S -1.96 1.10 1.34
O -1.21 0.38 0.35
O -1.67 0.89 2.73
C -1.98 2.85 0.87
H -3.49 4.11 1.74
H -3.79 3.75 0.05
H -5.37 2.29 1.17
H -4.33 2.21 2.56
H -3.63 0.66 -0.03
H -3.95 -0.09 1.58
H -1.72 2.86 -0.19
H -1.22 3.33 1.48
```

As for the total charge: -2. The calculation puts the molecular weight at 645.3 g mol⁻¹. Its expectation value of S² is 2.00. The spin multiplicity is 3. The energy above the lowest of the compared OMol25 structures with the same formula, charge and spin comes out at 0.0 kJ/mol.

=====

No. 6
Density functional theory data (wB97M-V/def2-TZVPD) for 8 unconnected molecules or ions with the total composition C18H32F6O24PS5 in a non-equilibrium geometry.

Geometry as XYZ:
```
86
Properties=species:S:1:pos:R:3
P 6.80 -16.05 -1.42
F 5.88 -15.61 -0.19
F 5.54 -16.28 -2.40
F 7.07 -14.52 -1.90
F 7.77 -16.66 -2.56
F 8.16 -15.86 -0.52
F 6.72 -17.60 -0.82
O 4.17 -13.28 3.82
C 3.29 -13.46 3.03
O 2.49 -12.40 2.70
C 1.40 -12.93 1.92
C 2.05 -14.06 1.15
C 2.96 -14.68 2.20
H 1.11 -12.19 1.17
H 0.53 -13.14 2.54
H 2.62 -13.69 0.29
H 1.25 -14.69 0.77
H 3.86 -15.16 1.82
H 2.33 -15.36 2.78
O 11.67 -13.97 2.77
C 11.01 -14.96 2.75
O 11.41 -16.05 3.48
C 10.52 -17.14 3.24
C 9.72 -16.78 1.99
C 9.61 -15.29 2.17
H 9.74 -17.29 3.99
H 11.20 -18.00 3.28
H 8.83 -17.41 1.95
H 10.23 -16.97 1.05
H 8.87 -14.85 2.84
H 9.56 -14.76 1.22
C 8.27 -16.54 -5.25
C 8.23 -15.05 -4.84
O 9.11 -14.29 -5.70
S 9.93 -15.27 -6.69
O 11.13 -15.63 -6.01
O 9.99 -14.80 -8.04
O 8.83 -16.48 -6.55
H 7.23 -16.87 -5.26
H 8.98 -17.15 -4.71
H 8.67 -14.90 -3.86
H 7.27 -14.55 -4.90
C 4.10 -18.26 1.04
C 5.03 -19.34 1.59
O 4.37 -19.95 2.71
S 3.05 -19.14 3.13
O 3.36 -18.06 4.01
O 2.00 -20.04 3.50
O 2.83 -18.61 1.59
H 3.92 -18.27 -0.03
H 4.34 -17.26 1.41
H 5.92 -18.85 1.98
H 5.22 -20.20 0.96
C 10.37 -18.75 -1.43
C 11.02 -17.55 -2.13
O 12.03 -16.99 -1.26
S 12.60 -18.19 -0.31
O 12.95 -17.69 0.97
O 13.57 -18.98 -1.06
O 11.22 -19.02 -0.29
H 10.31 -19.64 -2.05
H 9.45 -18.42 -0.96
H 10.35 -16.71 -2.28
H 11.45 -17.83 -3.09
C 6.10 -12.16 0.79
C 7.07 -13.07 1.58
O 8.03 -12.27 2.28
S 7.44 -10.76 2.51
O 8.43 -9.84 1.97
O 6.82 -10.61 3.78
O 6.30 -10.86 1.38
H 5.04 -12.37 0.86
H 6.52 -12.20 -0.21
H 7.75 -13.56 0.89
H 6.60 -13.76 2.28
C 4.39 -18.70 -3.32
C 5.81 -19.14 -3.57
O 5.75 -20.59 -3.67
S 4.41 -20.97 -4.46
O 3.80 -22.09 -3.79
O 4.64 -21.08 -5.88
O 3.60 -19.61 -4.12
H 4.19 -17.69 -3.63
H 4.10 -18.90 -2.29
H 6.50 -18.91 -2.76
H 6.29 -18.75 -4.47
```

As for the total charge: -1. The calculation puts the molecular weight at 937.7 g mol⁻¹. The energy above the lowest of the compared OMol25 structures with the same formula, charge and spin comes out at 0.0 kJ/mol.

=====

No. 7
Density functional theory data (wB97M-V/def2-TZVPD) for a molecular structure, C18H32IrN4S4 in a non-equilibrium geometry.

Geometry as XYZ:
```
59
Properties=species:S:1:pos:R:3
Ir 1.01 0.66 0.21
C -2.15 -1.72 1.63
C -1.02 -1.22 2.54
N -0.52 0.11 2.23
C -1.46 1.20 2.41
C -2.31 1.43 1.14
N -1.56 1.11 -0.07
C -2.32 0.42 -1.09
C -2.72 -1.02 -0.67
N -1.83 -1.72 0.21
H -3.06 -1.16 1.84
H -2.35 -2.76 1.93
H -0.17 -1.90 2.44
H -1.39 -1.28 3.58
H 0.29 0.28 2.82
H -0.88 2.11 2.59
H -2.14 1.03 3.27
H -2.66 2.47 1.14
H -3.20 0.78 1.17
H -1.16 1.97 -0.45
H -1.68 0.36 -1.97
H -3.24 0.96 -1.37
H -2.82 -1.61 -1.59
H -3.72 -0.99 -0.22
H -0.87 -1.40 0.07
S 3.12 1.15 -0.83
S 4.24 2.36 0.24
S 2.26 4.28 0.78
S 0.72 3.07 0.78
C 0.27 -2.67 -2.59
C 1.42 -1.74 -2.96
C 0.97 -0.29 -3.06
C 2.56 -1.97 -1.99
C 3.74 -2.46 -2.50
C 4.78 -2.89 -1.69
C 4.56 -2.94 -0.33
C 3.40 -2.46 0.25
C 3.18 -2.70 1.72
C 1.95 -3.60 1.87
C 3.05 -1.41 2.53
C 2.40 -1.82 -0.57
N 1.39 -1.17 -0.01
H -0.53 -2.60 -3.33
H -0.12 -2.43 -1.61
H 0.63 -3.70 -2.58
H 1.79 -2.03 -3.95
H 0.77 0.12 -2.07
H 0.07 -0.21 -3.67
H 1.75 0.32 -3.52
H 3.85 -2.51 -3.58
H 5.71 -3.25 -2.12
H 5.32 -3.37 0.32
H 4.05 -3.25 2.10
H 1.10 -3.13 1.40
H 1.74 -3.80 2.92
H 2.14 -4.55 1.38
H 2.43 -0.70 2.00
H 4.03 -0.96 2.67
H 2.61 -1.61 3.51
```

As for the total charge: -1. The calculation puts the molecular weight at 625.0 g mol⁻¹. Its expectation value of S² is 6.04. The spin multiplicity is 5. The energy above the lowest of the compared OMol25 structures with the same formula, charge and spin comes out at 145.7 kJ/mol.

=====

Q: What is the formula in the third record?
A: C18H32BrFN2O5PS2